The following is a quantum chemistry calculation of a cluster of 2 separate species, C4H9O2 in total in a non-equilibrium geometry, from OMol25.

ΔE to the lowest compared entry with this formula, charge and spin = 1.822 eV
Highest occupied orbital energy = -3.548 eV

The geometry in ORCA input format:
```
! wB97M-V def2-TZVPD RIJCOSX def2/J DEFGRID3
* xyz -1 1
C 2.026 -0.878 1.747
C -1.849 1.430 -0.759
H -1.483 1.199 -2.928
H 0.002 -0.446 1.258
O -2.346 0.749 0.172
H -2.005 -0.338 -2.046
C 0.793 -0.805 0.744
C -1.348 0.588 -2.006
H -0.321 0.295 -1.882
H 1.577 -1.365 2.672
O -1.865 2.752 -0.743
H 0.818 -1.576 -0.009
H 0.976 0.222 0.292
H 2.496 -0.066 2.027
H 2.528 -1.760 1.463
*
```


The following is a quantum chemistry calculation of a structure of composition C32H29F3N6O5PPbS, from OMol25.

ΔE to the lowest compared entry with this formula, charge and spin = 6.856 eV
Highest occupied orbital energy = -15.515 eV

The geometry in ORCA input format:
```
! wB97M-V def2-TZVPD RIJCOSX def2/J DEFGRID3
* xyz 3 1
O 1.392 -2.045 -4.245
N -1.496 1.954 -0.712
H -3.109 1.916 -1.987
H -2.764 0.875 3.837
H -1.535 -3.839 -3.186
H 4.004 -1.172 4.217
C -0.720 1.750 -5.143
C 3.352 -4.169 1.860
C 0.661 -2.041 -3.397
C 2.630 -2.997 1.683
H -1.438 -3.059 4.812
H 0.351 1.264 -3.373
C -0.694 0.455 3.228
H -3.774 0.440 -5.852
C -3.030 3.768 -0.897
N -2.437 -4.195 -2.929
H -3.272 -1.427 4.650
H 3.157 -5.024 1.225
O -1.525 -0.983 1.380
H 5.742 1.787 0.755
H 5.322 -3.240 4.459
O -2.930 -2.277 -1.806
H 0.049 2.417 -5.507
H -3.893 4.203 -1.378
O 2.456 -1.290 -0.569
F -1.501 5.417 2.447
C -0.552 1.096 -3.953
H -2.945 1.982 -7.594
C 4.331 -4.247 2.845
O -1.723 0.197 2.124
C 4.686 1.887 0.972
N -4.526 -3.840 -2.029
H 2.221 4.191 0.634
N 1.397 -2.126 -0.282
C 0.351 -0.572 3.323
C -2.846 0.648 -5.337
H -3.290 -0.660 -3.717
C -0.808 2.626 0.214
C -2.371 4.422 0.127
C 1.517 -2.940 0.691
H -0.417 1.498 3.213
F 0.502 5.104 1.705
C -1.258 3.839 0.727
H 4.625 0.010 1.933
H -1.424 2.766 -7.457
N -1.447 0.236 -3.434
H 1.468 2.699 2.520
C -0.677 4.509 1.946
Pb -1.121 -0.864 -1.196
C 2.727 3.272 0.889
H 4.896 -5.161 2.966
C 4.572 -3.169 3.683
C -2.294 -1.225 4.237
C 0.031 -1.790 3.807
H 0.678 -3.618 0.811
C -2.057 0.082 3.635
C -1.900 1.536 -5.887
H 4.553 3.837 0.008
S 0.602 1.571 0.557
C -2.583 2.509 -1.248
C 4.061 0.884 1.643
H -4.870 -4.720 -2.374
C -3.282 -3.406 -2.246
H 3.265 -1.660 -0.171
C 3.835 -2.001 3.540
C -1.291 -2.102 4.330
C 2.877 -1.901 2.534
C -2.576 0.036 -4.141
C 2.685 0.979 1.998
C 4.008 3.082 0.556
N -2.110 2.149 -7.059
H -5.153 -3.252 -1.508
F -0.455 3.586 2.926
P 1.842 -0.454 2.347
H -2.732 -5.066 -3.336
H 0.773 -2.579 3.827
C 1.936 2.256 1.641
H -2.727 5.378 0.485
*
```


The following is a quantum chemistry calculation of a structure of composition C6H14AgB2BrF3O3P in a non-equilibrium geometry, from OMol25.

Highest occupied orbital energy = -7.514 eV

The geometry in ORCA input format:
```
! wB97M-V def2-TZVPD RIJCOSX def2/J DEFGRID3
* xyz 0 1
O 1.250 -1.424 -2.898
H 2.449 1.191 0.996
H 2.402 -0.880 2.336
H 0.947 2.150 2.305
H 2.038 2.406 -0.186
B 0.316 -0.788 -0.238
H -0.360 1.580 1.324
C 0.564 2.139 1.295
H 0.560 1.166 -1.474
H -1.583 1.366 -0.576
B 0.999 -1.529 1.136
H 0.318 3.163 1.077
C -3.478 0.542 -0.521
O 2.392 -1.425 1.533
Br 1.950 -3.684 -0.763
H -1.454 -0.351 1.087
F -4.040 -0.534 -0.085
F -3.722 1.498 0.347
C 1.613 1.567 0.346
C -2.007 0.400 -0.803
C 1.098 0.567 -0.753
H -1.763 -1.607 -0.044
C -1.298 -0.634 0.049
F -4.124 0.915 -1.620
Ag 3.543 -0.175 0.100
H -1.875 0.231 -1.863
O 0.228 -2.332 1.959
H -0.251 -1.790 2.604
H 0.838 -1.766 -3.703
H 2.000 0.207 -1.329
P 0.449 -2.169 -1.638
*
```


The following is a quantum chemistry calculation of the molecule C3H6N4S in a non-equilibrium geometry, from OMol25.

ΔE to the lowest compared entry with this formula, charge and spin = 3.281 eV
Highest occupied orbital energy = -8.309 eV
SMILES = CNn1[nH]ncc1=S

The geometry in ORCA input format:
```
! wB97M-V def2-TZVPD RIJCOSX def2/J DEFGRID3
* xyz 0 1
N -1.410 0.143 -0.052
N -0.086 -0.255 -0.401
H 2.833 -1.656 -0.228
S 0.264 -1.753 1.865
C 0.727 -1.037 0.421
H 0.069 0.007 -2.461
C -1.264 1.396 0.781
H -2.265 1.697 1.001
H -0.658 1.251 1.705
C 1.897 -1.109 -0.438
H -1.731 -0.590 0.653
N 1.772 -0.445 -1.546
H -0.739 2.170 0.200
N 0.592 0.181 -1.500
*
```


The following is a quantum chemistry calculation of a structure of composition C13H13MgNO2 in a non-equilibrium geometry, from OMol25.

Highest occupied orbital energy = -15.647 eV

The geometry in ORCA input format:
```
! wB97M-V def2-TZVPD RIJCOSX def2/J DEFGRID3
* xyz 2 1
H -0.332 -2.390 0.949
C 1.475 0.021 2.511
Mg 2.455 0.342 -2.943
H 1.241 0.966 2.019
C 1.206 0.185 -0.567
C -1.768 -0.257 -2.871
H 2.351 0.163 3.138
H -0.384 2.696 -4.099
H -1.021 1.334 3.526
H 0.575 -0.201 4.430
C -1.054 -1.453 -0.833
C 0.288 0.347 -1.610
H -1.816 -0.197 3.664
C 0.943 -0.807 0.344
C 0.536 1.480 -2.584
H -2.365 1.331 -4.347
C -0.177 -1.620 0.208
O -2.619 -1.058 -3.199
N 1.824 -0.967 1.425
C -1.020 0.320 3.127
C -1.603 1.013 -3.647
O 1.602 2.144 -2.593
H 2.090 0.806 -0.445
H -1.933 -2.078 -0.912
C -0.528 1.792 -3.519
H -1.296 0.375 2.072
H 1.714 -1.909 1.785
C 0.293 -0.420 3.402
H 0.141 -1.498 3.311
C -0.814 -0.462 -1.740
*
```


The following is a quantum chemistry calculation of a structure of composition C25H21Br40NS in a non-equilibrium geometry, from OMol25.

Highest occupied orbital energy = -7.859 eV

The geometry in ORCA input format:
```
! wB97M-V def2-TZVPD RIJCOSX def2/J DEFGRID3
* xyz 0 1
Br -0.296 2.451 0.032
C 2.284 -3.048 1.291
Br -8.092 2.810 -9.768
Br 0.794 -4.207 3.984
C -8.882 2.226 -8.113
Br 11.231 0.826 0.008
Br -5.641 0.202 4.654
H -3.096 -1.195 -0.636
Br -9.912 4.938 6.512
C -2.146 -1.074 -0.136
Br -6.513 2.666 2.830
C 0.403 -0.797 1.101
Br -10.376 2.676 8.704
Br 1.615 -0.484 -1.163
H 2.901 -5.097 1.147
C -4.804 0.488 -7.206
Br -10.715 1.993 5.610
Br -2.431 -3.733 -3.058
Br -3.343 1.023 1.322
H -8.893 1.145 -8.128
C -0.668 0.009 1.424
C 6.037 0.685 2.171
N 1.652 -0.629 1.739
Br -10.706 2.812 -7.942
Br -2.602 6.061 -5.617
C -0.441 -5.671 4.172
C -10.886 3.343 6.971
Br -4.159 3.495 -4.521
C 2.272 -1.885 2.075
C 0.132 -1.841 0.110
H 3.311 1.302 -1.608
C 6.578 -3.787 7.437
Br 7.154 3.041 -4.196
C -1.915 -0.130 0.819
Br 2.216 1.263 -3.818
C -5.690 2.118 4.484
C 3.582 -3.065 3.745
H 4.035 -5.094 3.356
C 5.605 3.865 -3.408
Br 5.185 -4.703 8.398
Br -2.730 -2.882 -6.115
Br 11.070 -1.656 1.999
Br 7.764 0.746 1.314
H 4.099 -3.027 4.709
H -3.218 -1.616 -4.058
H 4.743 3.520 -3.962
H -4.666 2.462 4.458
Br 5.654 5.784 -3.568
Br -4.456 4.339 -7.551
H -11.930 3.611 7.027
Br 5.476 -1.125 2.551
C -1.111 -1.941 -0.463
Br -0.784 -1.242 -4.185
C 2.935 -1.917 3.284
C -4.181 4.971 -5.757
Br -0.687 3.413 -2.981
Br 5.892 -2.944 5.840
Br 8.059 -4.949 7.041
C 3.539 -4.208 2.978
Br -6.532 2.949 6.001
Br -4.989 -0.201 -5.415
C -2.404 -2.273 -4.322
Br -1.094 -6.264 2.456
C -0.337 3.962 -1.175
H -1.322 -2.720 -1.189
C 2.910 -4.193 1.742
H -1.295 -5.315 4.731
H -5.023 5.596 -5.496
H -1.167 4.584 -0.874
H -5.459 1.346 -7.278
S 1.458 -3.049 -0.285
Br 12.781 -1.871 -0.681
Br 0.330 -7.122 5.181
C 2.946 0.485 -2.216
H 6.136 1.189 3.121
Br -7.817 2.760 -6.600
H 2.298 -0.094 1.169
H 6.949 -3.003 8.081
Br 1.257 5.038 -1.042
Br 4.724 1.662 1.151
Br 4.470 -0.634 -2.617
C 11.237 -1.094 0.166
H 2.967 -1.034 3.907
H 10.367 -1.459 -0.360
Br 5.363 3.308 -1.579
H -0.581 0.793 2.166
Br -3.022 1.105 -7.561
Br -5.397 -0.787 -8.521
*
```